{
  "formula": "C19H46N4O10",
  "method": "the ωB97M-V functional and the def2-TZVPD basis",
  "elements": ["C", "O", "H", "H", "H", "H", "C", "O", "H", "H", "H", "H", "C", "O", "H", "H", "H", "H", "C", "C", "C", "O", "C", "O", "O", "H", "H", "H", "H", "H", "H", "C", "O", "N", "C", "C", "H", "H", "H", "H", "H", "H", "H", "C", "O", "N", "C", "C", "H", "H", "H", "H", "H", "H", "H", "C", "O", "N", "C", "C", "H", "H", "H", "H", "H", "H", "H", "C", "O", "N", "C", "C", "H", "H", "H", "H", "H", "H", "H"],
  "positions_angstrom": [[-0.662711, 0.198926, -1.264496], [-0.004824, 0.370973, 0.040689], [-0.020921, 0.063040, -2.134985], [-1.287224, -0.688634, -1.366112], [-1.211281, 1.108264, -1.509981], [-0.487521, 0.008863, 0.787339], [-1.794328, 3.324238, -3.951200], [-1.009736, 4.561625, -3.815981], [-2.433805, 3.264366, -4.831883], [-1.096530, 2.498635, -4.091032], [-2.449861, 3.140721, -3.099908], [-1.664916, 5.245981, -3.661056], [-3.225717, -0.859357, -3.946019], [-3.582878, -2.145515, -3.552564], [-3.756173, -0.082766, -3.394996], [-2.161734, -0.629162, -3.890901], [-3.295911, -0.705704, -5.022841], [-3.129055, -2.276418, -2.716791], [5.489172, 3.103867, 2.987027], [5.340741, 2.091414, 1.780804], [4.961907, 0.644611, 2.200940], [3.682391, 0.563678, 1.564600], [3.265551, 1.577039, 0.993910], [2.276388, 1.691865, 0.288606], [4.218985, 2.470601, 1.023420], [4.624834, 3.199249, 3.644228], [5.836506, 4.100700, 2.715394], [6.281393, 2.887045, 3.703615], [6.189197, 2.013462, 1.100979], [4.895351, 0.496631, 3.278788], [5.596233, -0.090798, 1.706055], [0.025472, -2.026366, 3.104034], [-0.334593, -1.742746, 1.981052], [0.615335, -1.224209, 3.999823], [1.045180, -1.538251, 5.373939], [0.987362, 0.161854, 3.692481], [-0.017692, -3.049503, 3.508404], [1.249183, -2.596719, 5.535580], [0.586562, -0.903176, 6.131870], [2.043501, -1.155212, 5.585454], [1.357640, 0.155615, 2.667315], [0.112604, 0.811207, 3.657451], [1.822941, 0.441630, 4.334074], [1.848484, 2.054229, -5.199526], [2.397326, 1.978650, -6.351495], [2.579234, 2.068168, -4.040775], [2.019917, 2.102086, -2.684805], [3.981127, 1.637020, -4.002552], [0.749453, 2.010040, -5.150867], [2.519701, 2.962353, -2.239554], [2.254896, 1.277013, -2.012398], [0.949682, 2.252093, -2.542685], [3.998277, 0.871997, -3.226318], [4.251184, 1.133742, -4.930921], [4.661271, 2.462240, -3.791563], [-3.653575, 0.674989, 0.561798], [-3.384034, 1.731694, -0.037301], [-3.357974, 0.423741, 1.860516], [-2.575782, 1.322426, 2.620109], [-3.776345, -0.794816, 2.593076], [-4.252711, -0.138271, 0.123803], [-3.192757, 1.585142, 3.479422], [-2.355036, 2.345595, 2.315988], [-1.595500, 0.962078, 2.932055], [-4.067425, -0.476916, 3.594230], [-4.591884, -1.251361, 2.032215], [-2.906869, -1.447800, 2.668721], [-1.637877, -3.634461, -0.867439], [-1.510573, -3.296395, -2.070998], [-2.504385, -4.571516, -0.353418], [-2.655450, -4.856984, 1.086003], [-3.313490, -5.325849, -1.268897], [-1.123287, -3.060529, -0.081302], [-3.589151, -4.571488, 1.570547], [-1.819172, -4.482963, 1.676630], [-2.597058, -5.942720, 1.162604], [-3.052878, -4.958033, -2.261307], [-3.215898, -6.411430, -1.259462], [-4.358460, -5.115327, -1.041261]],
  "atomic_forces_ev_per_a": [[-0.1, 0.3, 1.1], [-0.1, 0.0, -2.3], [1.1, 0.0, 0.6], [-0.4, 0.0, 0.6], [-0.4, -0.1, 0.3], [-0.4, -0.6, -0.4], [0.6, 0.4, -0.1], [-1.1, -1.4, -0.3], [0.0, 0.6, -0.3], [0.1, 0.1, 0.4], [0.3, 0.0, 0.3], [0.1, 0.2, 0.1], [0.8, 1.1, -0.8], [-0.3, 0.0, -0.1], [-0.2, 0.1, -0.1], [0.4, -0.3, 0.9], [-1.1, -0.3, -0.1], [0.3, -0.6, 0.1], [1.0, -0.3, -0.2], [0.1, 0.3, 2.0], [-0.1, 1.0, -0.8], [0.1, -6.4, 3.5], [-2.3, 2.7, -4.5], [1.2, 0.1, 1.7], [1.2, 3.5, -0.6], [-0.4, -0.2, -0.6], [-0.6, 0.1, -0.7], [0.2, -1.0, -0.2], [0.2, 0.6, 0.3], [-0.2, -0.2, -0.1], [0.0, -0.1, 0.3], [1.0, -0.7, 1.6], [-0.6, 0.5, -0.7], [0.7, 1.3, 1.2], [1.0, -0.2, -0.4], [-0.2, -0.8, -1.7], [-0.3, -0.2, -0.1], [-1.1, -0.1, 0.3], [-1.3, -0.8, 0.1], [0.7, 0.1, -0.9], [0.1, 0.1, -0.2], [0.3, 0.3, 0.7], [-0.5, 0.4, 0.1], [2.6, -0.8, -2.5], [-1.5, 0.3, 3.2], [-1.2, -1.0, -0.4], [0.1, 1.2, 0.5], [-0.7, -0.3, -0.5], [0.3, 0.4, 0.6], [-0.2, 0.1, 0.5], [0.3, -0.4, -0.6], [0.0, 0.2, -0.8], [0.5, 0.2, 0.2], [0.0, 0.4, -0.1], [0.0, -0.1, 0.1], [0.0, 1.7, -0.2], [-0.4, -2.0, 0.9], [-0.1, -0.4, -1.1], [0.3, 1.7, 1.9], [0.7, 1.0, -1.0], [0.1, 0.0, -0.2], [0.3, -0.4, 0.8], [-0.3, -0.4, -1.5], [-0.3, -0.6, 0.1], [-0.3, -0.2, -0.1], [0.0, -0.2, 0.3], [-0.1, -0.3, 0.1], [-0.5, 1.0, -0.8], [-0.4, -1.3, 2.4], [0.8, 0.5, 0.1], [0.9, -0.7, -0.5], [-0.6, 0.4, -0.5], [0.2, -0.3, 0.1], [-0.2, 0.4, -0.5], [0.0, 0.3, -0.3], [0.0, -0.1, 0.2], [-0.3, -0.1, -0.1], [0.5, -0.1, 0.4], [-0.2, 0.0, -0.3]],
  "gap_ev": [2.055, 9.165],
  "multiplicity": 2,
  "total_charge": -1
}